DFT (ωB97M-V/def2-TZVPD) results for a 10-piece molecular cluster, C40H99BN9O17 overall.

Geometry (Å):
1 O 1.72014 -0.28340 -0.39096
2 O 4.56198 5.42684 1.71180
3 O 2.19697 -2.47267 0.02581
4 O -6.80790 1.05808 2.45103
5 O 0.60433 1.19914 -2.00010
6 O -8.27357 -3.83075 -3.38936
7 O 0.23664 3.47106 -2.47582
8 O 5.40126 4.55313 -5.78380
9 O 4.99738 -4.06009 6.27609
10 O 0.96260 3.69041 7.69599
11 O 0.90821 -4.19492 -6.56911
12 O 0.62185 -9.88093 -2.18078
13 O 0.09050 1.40475 0.28294
14 O -0.63533 -0.65819 -0.89587
15 O -0.32986 3.57011 0.37744
16 O -0.67380 -2.79824 -0.54236
17 O -4.08174 9.02509 -0.67625
18 N -2.46085 -9.40373 -0.33069
19 N -6.49020 -2.23365 -5.04144
20 N 3.09123 6.03912 -6.69295
21 N 2.32816 -5.80030 4.32259
22 N -2.94016 9.36214 2.77286
23 N 5.94996 1.95723 1.72702
24 N 2.65814 -6.20289 -5.64177
25 N -0.76374 5.86285 7.56340
26 N -5.50109 -2.01818 1.16001
27 C -9.48024 -4.46436 -2.89459
28 C 4.79132 5.60172 -5.04422
29 C -0.08271 -1.77174 -0.53809
30 C -3.71915 8.82872 1.68723
31 C 2.14073 -3.84059 -5.94950
32 C 4.39987 6.44489 0.75135
33 C -6.51445 -3.71631 -5.10101
34 C -3.43591 7.88221 -1.23260
35 C 5.05712 4.23212 1.16709
36 C 3.45064 -5.68997 5.22805
37 C -5.49922 -0.60274 1.24526
38 C -0.01622 5.46591 6.40497
39 C 1.53907 -10.90772 -1.70521
40 C 3.93345 -4.21981 5.39339
41 C 4.17694 6.69805 -6.06689
42 C 2.71595 -4.88840 -5.03204
43 C -0.47846 -10.20677 0.89433
44 C -5.28872 -4.10783 -4.21986
45 C 6.58701 3.63169 3.21104
46 C 4.52808 -6.50357 4.64371
47 C 1.40139 -1.51665 -0.14863
48 C 1.77629 2.46914 7.60418
49 C -6.11199 -0.03572 -0.08699
50 C 4.21437 -4.63362 -4.66859
51 C 1.20535 6.35933 6.40146
52 C 6.21081 3.68305 -4.99273
53 C 0.48238 -3.22072 -7.50170
54 C -7.84887 -4.37644 -4.60169
55 C 5.42574 3.26591 2.25944
56 C -1.00372 -9.52708 -0.40436
57 C -5.82693 2.08274 2.69637
58 C -3.42399 9.68381 0.44513
59 C 0.29319 2.47890 -1.73181
60 C 0.02602 2.55918 -0.23008
61 C -0.68158 -10.09354 -1.78489
62 C 4.81433 -4.44461 7.62031
63 C 0.32279 3.89595 6.39481
64 C -5.18284 8.77508 1.94656
65 C 3.46700 7.91228 -5.39606
66 C -6.34225 -0.25894 2.43979
67 B 0.43120 0.42553 -0.76469
68 H -7.32489 -0.72149 2.34717
69 H 1.72708 -6.05948 -6.00602
70 H 0.90067 3.57428 5.52839
71 H -2.78264 -8.63847 -0.90595
72 H -5.25059 0.35871 -0.62597
73 H 6.24797 1.35687 2.48257
74 H -0.27749 -3.64626 -8.15715
75 H -9.81034 -3.93181 -2.00267
76 H -3.63420 10.75010 0.52846
77 H 6.89732 4.14153 -4.28097
78 H 3.08897 8.68787 -6.06213
79 H 4.37618 -7.58281 4.66040
80 H 2.05181 -2.99161 -5.27168
81 H -8.61903 -4.34114 -5.37223
82 H -0.57024 3.27219 6.35589
83 H 4.04749 5.22849 -4.34030
84 H -3.17423 8.80158 3.57976
85 H -2.39104 9.70018 0.09749
86 H -6.39711 -3.97901 -6.15236
87 H 3.21851 -6.23622 6.14229
88 H 2.27876 2.46496 6.63691
89 H 2.55535 5.93172 -5.84360
90 H 0.97801 7.37143 6.73624
91 H 4.88217 7.15951 -6.75811
92 H -0.72135 -8.47487 -0.36941
93 H -6.27583 -2.42507 0.65571
94 H -4.56179 -4.59984 -4.86607
95 H 5.30537 6.84395 0.29427
96 H -0.09972 5.69732 8.30622
97 H 2.84722 -3.71254 -6.76961
98 H 4.50526 -5.47666 7.78598
99 H 7.48078 3.44851 2.61460
100 H -0.62238 -11.28641 0.85230
101 H 3.48253 5.11944 -6.83849
102 H -4.47169 -0.25936 1.36512
103 H -0.50629 5.73587 5.46953
104 H 1.95684 -10.88630 -0.69867
105 H -2.56210 -9.10924 0.63010
106 H -9.20584 -5.51188 -2.77009
107 H -2.47757 8.08947 -1.70877
108 H -0.98266 -9.85854 1.79578
109 H -5.41689 8.23654 2.86488
110 H 6.58412 4.67966 3.51079
111 H 6.92106 3.22536 -5.68133
112 H 4.32396 -3.75941 -4.02684
113 H -4.96144 2.08927 2.03381
114 H 4.19669 -3.83928 4.40648
115 H 5.03685 -6.06644 3.78454
116 H 4.23943 3.73877 0.64164
117 H 1.22643 1.52804 7.61251
118 H -1.50589 5.24246 7.85397
119 H -4.07876 7.49956 -2.02533
120 H -5.89764 -0.61862 3.36771
121 H -4.65248 -2.21876 0.65038
122 H 6.47575 3.13742 4.17614
123 H 3.85473 7.27631 1.19818
124 H 1.59929 6.35566 5.38514
125 H -1.95855 9.25990 2.55819
126 H 5.13401 1.40239 1.51144
127 H 3.99891 -3.79930 7.94705
128 H 2.57519 7.58748 -4.86007
129 H -6.72972 0.78887 0.26877
130 H 4.00173 8.48498 -4.63832
131 H 3.13519 -3.56312 5.73931
132 H 4.48449 2.93953 2.70174
133 H 5.22434 -6.42249 5.47842
134 H 2.49401 -6.93896 -4.96995
135 H -5.73425 8.32760 1.11963
136 H 3.64723 6.12628 0.03017
137 H 2.58886 -6.72060 3.99829
138 H -5.39581 1.95441 3.68922
139 H 5.65037 6.13630 -4.63882
140 H -1.16444 -9.41986 -2.49277
141 H -6.42196 2.99252 2.61676
142 H -6.75221 -0.78311 -0.55565
143 H 0.57203 -9.98614 1.08381
144 H 2.40722 -10.95621 -2.36252
145 H 2.55682 2.36830 8.35831
146 H -4.75979 -3.28505 -3.73885
147 H -5.63943 -4.74377 -3.40703
148 H 5.58176 2.86824 -4.63427
149 H -1.09127 -11.08833 -1.95996
150 H 0.11301 -2.25849 -7.14707
151 H 2.17732 -5.03387 -4.09566
152 H 2.47117 -5.08019 3.62899
153 H 5.79967 4.38291 0.38352
154 H -10.24762 -4.48999 -3.66826
155 H -7.81558 -5.45877 -4.47691
156 H -3.33743 7.14943 -0.43170
157 H 5.71394 -4.40766 8.23467
158 H -5.58069 -1.82721 -5.20792
159 H 4.70047 -5.39120 -4.05388
160 H 4.93846 -4.65851 -5.48295
161 H 1.15349 -11.92283 -1.80006
162 H 1.29918 -2.97098 -8.17887
163 H -6.82149 -1.93138 -4.13647
164 H -5.40156 9.83506 2.07584
165 H -3.43963 7.79289 1.49477
166 H 1.99351 6.09912 7.10799

Properties
net charge	-1
E_LUMO	1.83	eV
orbital gap	9.0	eV
multiplicity	1
E_HOMO	-7.183	eV

Here are the Mulliken charges for atoms 1 to 99, given in e:
1 O -0.496
2 O -0.290
3 O -0.674
4 O -0.346
5 O -0.435
6 O -0.265
7 O -0.661
8 O -0.355
9 O -0.374
10 O -0.316
11 O -0.331
12 O -0.310
13 O -0.542
14 O -0.481
15 O -0.724
16 O -0.634
17 O -0.369
18 N -0.784
19 N -0.776
20 N -0.754
21 N -0.730
22 N -0.743
23 N -0.830
24 N -0.865
25 N -0.795
26 N -0.735
27 C -0.759
28 C -0.536
29 C 0.638
30 C 0.579
31 C -0.635
32 C -0.807
33 C 0.471
34 C -0.653
35 C -0.697
36 C 0.507
37 C 0.375
38 C 0.331
39 C -0.781
40 C -0.791
41 C 0.159
42 C 0.484
43 C -1.484
44 C -1.240
45 C -1.522
46 C -1.381
47 C 0.582
48 C -0.731
49 C -1.127
50 C -1.547
51 C -1.453
52 C -0.743
53 C -0.757
54 C -0.983
55 C 0.757
56 C 0.729
57 C -0.636
58 C -0.632
59 C 0.595
60 C 0.719
61 C -0.726
62 C -0.663
63 C -0.744
64 C -1.452
65 C -1.300
66 C -0.765
67 B 1.096
68 H 0.263
69 H 0.311
70 H 0.467
71 H 0.279
72 H 0.259
73 H 0.278
74 H 0.267
75 H 0.215
76 H 0.351
77 H 0.307
78 H 0.339
79 H 0.446
80 H 0.301
81 H 0.483
82 H 0.362
83 H 0.339
84 H 0.266
85 H 0.346
86 H 0.323
87 H 0.091
88 H 0.253
89 H 0.264
90 H 0.411
91 H 0.327
92 H 0.168
93 H 0.237
94 H 0.303
95 H 0.307
96 H 0.327
97 H 0.395
98 H 0.255
99 H 0.431